No. 1
{
  "formula": "C20H28LuN2Si",
  "method": "the ωB97M-V functional and the def2-TZVPD basis",
  "elements": ["C", "C", "C", "H", "C", "C", "H", "H", "H", "H", "Lu", "C", "H", "H", "H", "Si", "C", "C", "H", "C", "H", "C", "H", "C", "H", "C", "H", "C", "C", "H", "C", "H", "C", "H", "C", "H", "C", "H", "H", "H", "N", "C", "C", "N", "H", "H", "H", "H", "H", "H", "H", "H"],
  "positions_angstrom": [[0.74531, 2.03985, 4.41236], [1.15051, 2.42515, 3.10836], [-0.01039, 2.63875, 2.33616], [2.16681, 2.53305, 2.76616], [-1.13579, 2.38175, 3.14986], [-0.66499, 2.00995, 4.43586], [-1.27749, 1.75465, 5.28516], [1.39901, 1.81055, 5.23786], [-0.03479, 2.90685, 1.29366], [-2.16659, 2.44625, 2.84326], [0.03291, 0.42615, 2.94146], [-0.33959, -0.15315, 0.90066], [-1.27939, 0.29955, 0.56546], [-0.40779, -1.21895, 0.65346], [0.44821, 0.25515, 0.25756], [-0.52339, -1.61505, -3.17494], [1.27211, -1.38065, -3.64894], [1.92551, -0.17135, -3.39554], [1.38221, 0.65005, -2.94414], [3.26081, 0.00145, -3.72624], [3.74951, 0.94545, -3.52354], [3.96961, -1.03455, -4.31954], [5.01151, -0.90005, -4.57964], [3.33691, -2.24085, -4.58244], [3.88351, -3.04955, -5.04994], [2.00001, -2.40965, -4.25034], [1.51701, -3.35465, -4.46884], [-1.51929, -0.08165, -3.57524], [-1.32359, 0.60335, -4.77784], [-0.56999, 0.26025, -5.47664], [-2.07119, 1.72895, -5.08804], [-1.90489, 2.24695, -6.02364], [-3.03069, 2.19295, -4.19804], [-3.61369, 3.07245, -4.43864], [-3.23639, 1.52855, -2.99774], [-3.97919, 1.88975, -2.29834], [-2.48549, 0.40255, -2.69074], [-2.65159, -0.10155, -1.74624], [-0.67639, -1.88585, -1.71934], [-1.03279, -2.80715, -3.90624], [1.26711, -1.24455, 3.93106], [0.47171, -2.01845, 4.88636], [-0.69679, -1.19565, 5.38996], [-1.46059, -0.73855, 4.23676], [1.62061, -1.90695, 3.20266], [2.08621, -0.79675, 4.40206], [0.04411, -2.90805, 4.36986], [1.10641, -2.38695, 5.72206], [-1.33759, -1.80905, 6.06086], [-0.31279, -0.32535, 5.96156], [-2.27149, -0.15885, 4.54966], [-1.83309, -1.55635, 3.70076]],
  "forces_ev_per_a": [[0.220, 1.402, 0.550], [0.205, 1.138, 0.491], [-0.150, 1.456, -0.043], [0.092, 0.011, -0.038], [-0.054, 1.372, 0.562], [-0.293, 1.682, 0.563], [-0.020, 0.108, 0.077], [0.069, 0.033, 0.099], [-0.010, 0.057, -0.053], [-0.089, -0.011, -0.049], [0.333, -5.219, -1.131], [-0.302, -0.446, -1.528], [-0.035, 0.016, -0.254], [-0.005, -0.016, -0.039], [-0.044, 0.019, -0.259], [-0.064, -0.102, -0.093], [-0.045, -0.009, 0.053], [0.022, -0.077, -0.018], [-0.046, 0.052, 0.012], [0.020, 0.009, 0.024], [0.013, 0.024, -0.016], [-0.020, -0.023, 0.012], [-0.001, 0.003, -0.011], [0.033, 0.006, 0.002], [0.002, 0.002, -0.009], [-0.029, 0.041, 0.028], [-0.019, -0.014, -0.008], [0.033, -0.032, 0.060], [-0.007, -0.006, 0.075], [0.018, -0.018, -0.032], [-0.018, 0.024, -0.009], [-0.003, -0.001, -0.004], [0.018, -0.015, 0.010], [-0.003, -0.001, -0.005], [0.007, 0.019, 0.001], [-0.031, 0.009, -0.003], [0.052, 0.021, -0.061], [0.000, -0.050, 0.030], [0.011, 0.019, -0.084], [0.050, 0.098, 0.059], [1.887, -0.633, -0.410], [-0.215, -1.166, 0.749], [0.037, -0.435, 1.265], [-1.933, -0.128, -0.326], [0.005, 0.906, 0.805], [-0.723, -0.778, -0.546], [0.478, 0.487, 0.246], [-0.572, 0.168, -0.467], [0.563, 0.384, -0.206], [-0.377, -0.368, -0.294], [0.760, -0.859, -0.454], [0.180, 0.841, 0.677]],
  "mulliken_charge": [-0.59, -0.65, -0.55, 0.50, -0.46, -0.62, 0.68, 0.58, 0.51, 0.42, 1.65, -1.75, 0.29, 0.46, 0.34, 0.44, 0.18, -0.07, 0.39, -0.66, 0.37, -0.38, 0.38, -0.52, 0.38, -0.39, 0.32, 0.26, -0.25, 0.39, -0.67, 0.37, -0.36, 0.38, -0.60, 0.38, -0.21, 0.30, -0.20, -0.22, -0.62, -0.71, -0.48, -0.66, 0.32, 0.32, 0.34, 0.39, 0.43, 0.27, 0.31, 0.30],
  "charge": 1,
  "relative_energy_ev": 0.0000,
  "gap_ha": 0.2891,
  "e_tot_ha": -2413.19938
}

***

No. 2
{
  "formula": "C3H15NO4",
  "method": "the ωB97M-V functional and the def2-TZVPD basis",
  "elements": ["C", "C", "O", "C", "N", "H", "H", "H", "H", "H", "H", "H", "H", "H", "O", "H", "H", "O", "H", "H", "O", "H", "H"],
  "positions_angstrom": [[0.46641, 1.95638, 1.42174], [0.20145, 0.70661, 0.61147], [0.68546, 0.89309, -0.70454], [-1.25935, 0.28984, 0.58189], [-1.33494, -1.07274, 0.02266], [-0.44202, 2.20619, 1.97361], [1.24291, 1.87193, 2.17266], [0.70950, 2.75155, 0.71622], [0.77341, -0.15952, 0.98786], [0.72054, 0.06319, -1.21556], [-1.73327, 0.41638, 1.55975], [-1.68414, 0.96404, -0.17684], [-2.23638, -1.49991, 0.18829], [-0.65413, -1.64346, 0.51347], [2.36793, -3.86732, 2.95234], [2.91473, -4.56153, 2.57038], [1.46517, -4.16622, 2.78855], [-1.06719, 2.85683, -3.19236], [-0.75350, 2.03112, -2.79077], [-0.58049, 3.52856, -2.70164], [0.30999, -1.17262, -2.47070], [0.50960, -0.97122, -3.39418], [-0.62169, -1.42120, -2.41431]],
  "forces_ev_per_a": [[-0.594, 0.200, -0.020], [0.745, -1.314, -0.040], [0.190, 0.688, -0.467], [0.134, 0.121, -1.016], [0.003, 0.030, 0.290], [0.021, 0.307, -0.067], [0.334, -0.177, -0.149], [-0.019, 0.112, 0.217], [-0.093, 0.210, 0.506], [-0.329, 0.098, 0.290], [-0.018, -0.053, -0.056], [-0.431, 0.007, 0.503], [-0.114, 0.082, 0.004], [-0.047, -0.146, -0.031], [-0.181, -0.142, -0.092], [0.053, 0.057, 0.025], [0.120, 0.085, 0.066], [0.206, -0.280, 0.234], [-0.078, 0.214, -0.039], [-0.059, -0.005, -0.071], [0.209, -0.153, -0.420], [-0.155, -0.106, 0.169], [0.102, 0.164, 0.162]],
  "nbo_charge": [-0.63, 0.09, -0.77, -0.25, -0.86, 0.20, 0.22, 0.23, 0.15, 0.51, 0.17, 0.20, 0.36, 0.35, -0.93, 0.47, 0.47, -0.95, 0.48, 0.47, -0.96, 0.48, 0.50],
  "charge": 0,
  "relative_energy_ev": 0.8543,
  "gap_ha": 0.3781,
  "smiles": "C[C@H](O)CN.O.O.O",
  "e_tot_ha": -478.99741
}

***

No. 3
{
  "formula": "C10H6N2O3Pt",
  "method": "the ωB97M-V functional and the def2-TZVPD basis",
  "elements": ["O", "C", "Pt", "C", "C", "O", "O", "N", "C", "N", "C", "C", "C", "C", "C", "C", "H", "H", "H", "H", "H", "H"],
  "positions_angstrom": [[0.00219, 1.69404, -2.76888], [0.00038, 1.11285, -1.76963], [0.00004, -0.04799, -0.05896], [1.92921, -0.25508, -0.20642], [-1.92906, -0.25324, -0.20693], [3.05312, -0.42514, -0.43814], [-3.05285, -0.42505, -0.43907], [-0.00532, -2.68973, 3.28560], [-0.00638, -2.39265, 1.96208], [-0.00141, -1.06952, 1.80617], [0.00274, -0.46919, 3.06730], [0.00448, 0.87367, 3.44220], [0.00441, 1.15004, 4.81737], [0.00278, 0.11593, 5.77481], [0.00070, -1.23339, 5.38639], [0.00054, -1.49695, 4.02033], [-0.00845, -3.63354, 3.66261], [-0.01091, -3.13197, 1.16712], [0.00540, 1.62645, 2.65302], [0.00568, 2.18491, 5.16672], [0.00298, 0.37561, 6.83643], [-0.00067, -2.05918, 6.09818]],
  "forces_ev_per_a": [[-0.008, -2.615, 3.474], [0.011, 2.911, -2.416], [0.003, 1.258, -1.601], [4.778, -2.045, -1.491], [-4.805, -2.062, -1.498], [-3.860, 1.183, 1.117], [3.880, 1.197, 1.123], [0.004, 0.477, -0.240], [0.006, 0.495, 1.472], [0.004, 0.990, 1.345], [-0.014, -2.667, -0.677], [0.003, 0.434, -0.299], [0.000, -0.271, 1.481], [0.004, 2.099, -0.380], [0.000, -1.294, -0.258], [-0.009, -0.330, -1.164], [0.001, 0.103, -0.027], [0.002, 0.162, 0.138], [0.000, 0.118, 0.386], [0.000, -0.347, -0.170], [0.000, -0.122, -0.371], [-0.001, 0.325, 0.055]],
  "nbo_charge": [-0.32, 0.50, 0.43, 0.45, 0.45, -0.33, -0.33, -0.42, 0.29, -0.51, 0.16, 0.02, -0.18, -0.11, 0.03, 0.05, 0.47, 0.28, 0.26, 0.28, 0.28, 0.27],
  "multiplicity": 3,
  "charge": 2,
  "gap_ha": [0.2095, 0.2181],
  "e_tot_ha": -838.54557,
  "s_squared": 2.0298
}

***

No. 4
{
  "formula": "ClH3N2S",
  "method": "the ωB97M-V functional and the def2-TZVPD basis",
  "elements": ["N", "N", "S", "Cl", "H", "H", "H"],
  "positions_angstrom": [[-0.52901, -1.29236, 0.40651], [-0.73048, 1.10298, -0.01862], [0.04911, -0.27612, -0.55121], [2.14661, 0.24099, 0.06565], [0.29553, -2.88758, -0.50691], [-0.90140, 1.15039, 0.98017], [-0.33037, 1.96169, -0.37558]],
  "forces_ev_per_a": [[-0.061, -0.122, -0.276], [0.277, 0.578, -0.874], [-0.364, 0.611, 1.873], [-0.580, -0.099, -0.373], [0.441, -0.726, -0.309], [0.168, -0.304, -0.056], [0.119, 0.062, 0.015]],
  "nbo_charge": [-0.62, -1.00, 1.23, -0.37, -0.05, 0.41, 0.40],
  "multiplicity": 3,
  "charge": 0,
  "relative_energy_ev": 2.1107,
  "gap_ha": [0.3143, 0.2710],
  "e_tot_ha": -969.46207,
  "s_squared": 2.0142
}

***

No. 5
{
  "formula": "C2H3FNP",
  "method": "the ωB97M-V functional and the def2-TZVPD basis",
  "elements": ["C", "P", "F", "C", "N", "H", "H", "H"],
  "positions_angstrom": [[-0.22436, 1.19090, 0.47295], [-0.79554, -0.35348, 0.83968], [0.04771, -0.69752, 2.18988], [0.38897, -1.22416, -0.33503], [0.50551, -1.33681, -1.51055], [0.60749, 1.63796, 0.99182], [-0.76692, 1.79891, -0.22683], [0.23713, -1.01581, -2.42192]],
  "forces_ev_per_a": [[-0.811, -0.675, 0.511], [0.190, 1.837, 1.374], [-0.488, -0.160, -0.469], [0.782, -0.815, -1.965], [0.233, -0.374, 0.755], [0.328, -0.056, -0.141], [-0.269, 0.143, -0.107], [0.035, 0.100, 0.042]],
  "nbo_charge": [-0.98, 1.14, -0.58, 0.15, -0.61, 0.23, 0.22, 0.43],
  "charge": 0,
  "relative_energy_ev": 1.3138,
  "gap_ha": [0.2709, 0.2711],
  "smiles": "C=P(F)=C=N",
  "e_tot_ha": -573.88470
}

***

No. 6
{
  "formula": "C5H19N2O3",
  "method": "the ωB97M-V functional and the def2-TZVPD basis",
  "elements": ["C", "N", "C", "C", "O", "C", "N", "C", "H", "H", "H", "H", "H", "H", "H", "H", "H", "H", "H", "H", "H", "H", "H", "H", "H", "O", "H", "H", "O"],
  "positions_angstrom": [[0.65955, 1.39254, 0.88657], [0.27179, 0.02491, 1.13454], [1.23192, -0.82273, 1.81610], [1.07255, -2.26751, 1.38190], [1.55500, -2.41591, 0.03799], [0.25236, 1.85760, -0.50932], [-0.67144, 0.86041, -1.12172], [-1.50790, 1.45457, -2.21774], [0.27508, 2.13445, 1.59631], [1.74563, 1.48982, 0.96602], [-0.61666, -0.02608, 1.57483], [2.25039, -0.51512, 1.58748], [1.12781, -0.84776, 2.89282], [1.67756, -2.89122, 2.03444], [0.02699, -2.58542, 1.47124], [0.90561, -2.89168, -0.48613], [1.11189, 1.86812, -1.14268], [-0.32009, 2.76698, -0.44658], [-0.11385, 0.10231, -1.55939], [-1.29240, 0.44959, -0.42353], [-0.85913, 1.90680, -2.95966], [-2.10595, 2.22771, -1.80399], [-2.15722, 0.64915, -2.56886], [-3.59674, -0.61143, 0.21681], [-3.22616, -0.28782, 1.61681], [-2.91088, -0.14614, 0.71487], [1.58832, -1.08876, -0.77270], [2.12781, -1.09592, -2.25875], [1.49814, -0.69148, -1.65767]],
  "forces_ev_per_a": [[0.516, 0.656, 0.444], [0.819, 0.079, -0.185], [-0.137, -0.806, -0.121], [0.196, -0.035, 0.073], [-0.292, -0.583, 0.939], [-0.694, -1.013, 0.270], [-0.485, 0.371, -1.246], [0.326, -0.760, 0.441], [-0.143, -0.339, 0.213], [-0.107, -0.171, -0.024], [-0.708, -0.102, 0.415], [0.033, 0.156, -0.058], [-0.022, 0.386, 0.511], [0.032, -0.181, 0.078], [0.139, 0.046, -0.099], [0.036, -0.162, -0.020], [0.359, 0.541, -0.573], [0.232, 0.577, -0.260], [0.274, 0.036, 0.542], [0.050, -0.121, 0.134], [-0.001, -0.350, -0.271], [-0.611, 0.655, 0.432], [0.229, 0.306, -0.421], [0.159, 0.109, -0.240], [0.242, 0.242, 0.118], [-0.399, -0.311, 0.050], [0.284, -0.533, -0.176], [0.077, -0.058, 0.134], [-0.402, 1.365, -1.100]],
  "nbo_charge": [-0.24, -0.67, -0.24, -0.07, -0.73, -0.22, -0.53, -0.41, 0.20, 0.22, 0.38, 0.21, 0.20, 0.19, 0.18, 0.49, 0.24, 0.21, 0.48, 0.46, 0.23, 0.22, 0.22, 0.49, 0.49, -0.97, 0.50, 0.50, -1.02],
  "charge": 1,
  "relative_energy_ev": 1.1492,
  "gap_ha": 0.3702,
  "e_tot_ha": -536.89624
}

***

No. 7
{
  "formula": "C6H18NO3",
  "method": "the ωB97M-V functional and the def2-TZVPD basis",
  "elements": ["C", "C", "C", "C", "C", "N", "C", "O", "H", "H", "H", "H", "H", "H", "H", "H", "H", "H", "H", "H", "H", "H", "H", "H", "O", "H", "H", "O"],
  "positions_angstrom": [[-1.76927, 0.29822, 1.46230], [-0.63993, 0.22400, 0.43274], [0.67416, -0.07628, 1.16531], [0.51810, -1.33288, 1.98462], [1.69151, -1.90307, 2.71574], [-0.48314, 1.46310, -0.35192], [-0.95446, 1.20649, -1.81777], [-1.63047, 0.13393, -1.99122], [-2.15920, -0.63316, 1.74605], [-2.57260, 0.66593, 0.70464], [-1.62144, 0.94931, 2.27192], [-0.84226, -0.69343, -0.26964], [1.53566, -0.23253, 0.52592], [0.82793, 0.77967, 1.86243], [0.24430, -2.10446, 1.17216], [-0.30698, -1.39193, 2.70025], [1.53059, -2.99147, 2.80378], [2.66939, -1.71037, 2.21223], [1.78347, -1.28038, 3.70110], [-1.05025, 2.17064, 0.05583], [-0.03556, 1.28184, -2.40336], [-1.64202, 2.13312, -1.95513], [1.51626, 2.02981, -0.76786], [2.73749, 2.27276, -1.65731], [2.53243, 2.05430, -0.79556], [-0.99955, -1.27732, -2.47689], [0.33594, -1.67798, -1.87345], [-0.36319, -2.06705, -2.40656]],
  "forces_ev_per_a": [[-1.834, 0.869, -4.542], [1.542, -1.427, -0.085], [-0.628, 0.573, 1.656], [-0.829, -2.323, -1.946], [1.440, 1.495, 1.246], [0.648, -1.586, -0.253], [-1.089, 2.488, 0.781], [-1.209, -1.812, -0.675], [-0.155, -1.407, 0.718], [0.632, -0.103, 1.822], [0.269, 1.033, 1.081], [0.055, 2.008, 1.097], [0.117, 0.414, -0.302], [0.439, -0.224, -0.505], [0.107, 0.732, 1.103], [-0.169, 0.561, -0.294], [0.377, 0.538, 0.684], [-0.692, -0.323, 0.069], [-0.021, -1.691, -1.213], [-0.584, 0.489, 0.201], [0.434, 0.273, -0.494], [1.117, -0.298, -0.408], [1.274, -0.225, 0.277], [0.667, 0.684, -2.854], [-2.208, -0.595, 2.745], [0.471, -0.092, 0.449], [0.031, -0.056, -0.025], [-0.202, 0.004, -0.334]],
  "nbo_charge": [-0.65, -0.08, -0.40, -0.40, -0.60, -0.74, 0.17, -0.90, 0.20, 0.22, 0.19, 0.24, 0.21, 0.17, 0.18, 0.19, 0.21, 0.20, 0.18, 0.34, 0.08, 0.05, 0.51, 0.45, -0.99, 0.51, 0.45, -1.02],
  "charge": -1,
  "relative_energy_ev": 1.2261,
  "gap_ha": 0.2670,
  "e_tot_ha": -519.86141
}

***

No. 8
{
  "formula": "C4H9NO",
  "method": "the ωB97M-V functional and the def2-TZVPD basis",
  "elements": ["N", "C", "C", "C", "C", "O", "H", "H", "H", "H", "H", "H", "H", "H", "H"],
  "positions_angstrom": [[-2.14561, -0.23826, 1.18075], [-0.69458, -0.47020, 1.02681], [-0.27652, -0.12684, -0.37531], [1.24474, -0.18275, -0.59089], [1.74528, 0.86751, -1.51489], [2.69206, 0.72229, -2.25261], [-2.48650, -0.60654, 2.06369], [-2.35302, 0.75143, 1.07087], [-0.50632, -1.52819, 1.26438], [-0.13324, 0.00009, 1.84373], [-0.82578, -0.71496, -1.11380], [-0.72235, 0.85370, -0.60893], [1.55538, -1.19970, -0.80104], [1.68350, 0.03771, 0.39211], [1.22296, 1.83471, -1.58487]],
  "forces_ev_per_a": [[0.452, -0.250, -0.288], [-1.009, -1.003, 1.038], [-0.234, 0.655, -0.476], [-1.059, 0.256, 1.217], [0.918, -0.310, -1.341], [-0.074, -0.084, 0.255], [0.001, 0.396, -0.183], [-0.085, -0.274, 0.350], [-0.176, -0.025, -0.442], [0.338, 0.675, -0.503], [0.200, -0.561, 0.254], [0.626, 0.267, 0.221], [0.314, 0.059, -0.541], [0.167, 0.158, -0.074], [-0.378, 0.041, 0.514]],
  "nbo_charge": [-0.84, -0.21, -0.41, -0.52, 0.44, -0.52, 0.36, 0.35, 0.19, 0.17, 0.22, 0.20, 0.24, 0.23, 0.11],
  "charge": 0,
  "relative_energy_ev": 1.5142,
  "gap_ha": 0.3848,
  "smiles": "NCCCC=O",
  "e_tot_ha": -287.77681
}